Entry 1:
15
Properties=species:S:1:pos:R:3:forces:R:3:nbo_charge:R:1 method="wB97M-V/def2-TZVPD" de_lowest_kj_mol=391.17 charge=0 energy_ev=-13380.565 homo_ev="-9.19 / -9.15"
C -2.602 1.841 0.288 -0.11 -1.20 0.00 0.15
C 2.516 1.487 0.498 0.73 0.42 -0.24 0.24
C -0.131 -0.966 -0.189 -0.98 -0.01 -0.66 -0.17
C -1.485 -0.560 0.192 2.09 1.97 -0.35 -0.25
C 0.982 -0.272 -0.412 0.14 -0.22 0.23 -0.17
C -1.961 0.633 0.187 -0.05 2.97 -0.04 0.06
C 0.259 2.225 -0.314 0.80 -3.01 -1.73 0.16
C 1.314 1.194 -0.247 -1.58 -0.46 0.95 0.03
N -3.181 2.843 0.386 0.10 0.13 -0.01 -0.26
N 3.490 1.814 1.013 -0.23 -0.23 0.08 -0.25
O 1.080 1.999 -1.402 -0.35 0.33 -0.06 -0.41
H -0.290 -2.013 -0.462 1.43 0.05 0.02 0.22
H -2.065 -1.349 0.438 -2.18 -2.49 0.88 0.22
H 1.797 -0.872 -0.769 0.54 -0.01 -0.16 0.23
H 0.024 3.196 -0.053 -0.36 1.77 1.10 0.21

---

Entry 2:
21
Properties=species:S:1:pos:R:3:forces:R:3:nbo_charge:R:1 method="wB97M-V/def2-TZVPD" de_lowest_kj_mol=338.61 smiles="C=C(C)S(=O)(=O)C(C)C" charge=0 energy_ev=-21344.023 homo_ev=-9.78
C 2.177 -0.433 -1.287 0.45 -0.59 1.02 -0.41
C 1.609 -0.740 -0.120 -2.43 0.53 0.74 -0.14
C 2.135 -0.587 1.252 2.55 -0.22 -0.82 -0.71
S -0.318 -1.079 0.096 0.07 1.37 -0.45 2.01
O -0.702 -2.121 -0.834 0.15 -0.22 0.52 -0.94
O -0.669 -1.144 1.542 1.03 -0.21 -2.40 -0.94
C -1.220 0.511 -0.520 1.78 -1.72 -0.20 -0.36
C -0.586 1.697 0.314 -2.08 -2.85 -2.25 -0.62
C -2.655 0.066 -0.352 -1.12 0.66 -1.99 -0.65
H 1.629 -0.676 -2.185 0.19 0.36 -0.33 0.23
H 3.261 -0.092 -1.290 -1.55 -0.51 -0.23 0.22
H 3.015 -1.233 1.332 -0.47 -0.82 0.46 0.24
H 2.716 0.305 1.257 -0.04 1.49 0.32 0.23
H 1.480 -0.642 2.090 -0.49 -0.23 0.25 0.27
H -1.151 0.511 -1.641 0.92 0.38 1.03 0.23
H -0.570 1.319 1.274 0.28 -0.20 2.27 0.23
H 0.308 2.076 -0.036 2.20 0.06 -0.77 0.22
H -1.236 2.477 0.202 -1.99 2.21 0.24 0.21
H -2.977 -0.337 0.543 -0.22 -0.05 2.61 0.23
H -2.956 -0.799 -0.993 0.80 0.88 -0.26 0.24
H -3.292 0.917 -0.644 -0.03 -0.32 0.23 0.22

---

Entry 3:
14
Properties=species:S:1:pos:R:3:forces:R:3:nbo_charge:R:1 method="wB97M-V/def2-TZVPD" de_lowest_kj_mol=196.92 smiles="O[C@@H]1CN=COC1" charge=0 energy_ev=-9845.239 homo_ev=-9.51
O -0.217 1.637 0.327 0.12 0.39 -0.15 -0.71
C -0.029 0.675 -0.696 0.04 -0.18 -0.27 0.04
C -1.138 -0.380 -0.693 0.01 0.13 -0.07 -0.27
N -1.203 -0.921 0.663 0.29 0.33 0.39 -0.47
C -0.223 -0.698 1.424 0.02 -0.44 0.04 0.39
O 1.080 -0.347 1.095 -0.39 -0.20 0.04 -0.53
C 1.225 -0.127 -0.322 -0.02 0.06 -0.14 -0.11
H 0.431 1.401 1.013 -0.41 0.53 -0.09 0.47
H 0.038 1.238 -1.628 0.15 -0.38 -0.20 0.19
H -0.921 -1.148 -1.450 -0.06 0.13 0.20 0.20
H -2.126 0.028 -0.929 0.17 0.05 0.11 0.22
H -0.338 -0.673 2.505 0.17 -0.57 -0.03 0.18
H 1.271 -1.106 -0.810 0.00 0.25 -0.11 0.19
H 2.152 0.423 -0.500 -0.09 -0.10 0.29 0.20

---

Entry 4:
7
Properties=species:S:1:pos:R:3:forces:R:3:lowdin_spin:R:1 method="wB97M-V/def2-TZVPD" de_lowest_kj_mol=154.62 charge=0 s2=2.01 energy_ev=-10687.627 multiplicity=3 homo_ev="-7.99 / -9.56"
C -1.092 0.086 -0.532 -1.87 0.24 0.96 0.80
N 1.098 0.339 0.691 -0.21 0.16 1.72 0.80
I 1.759 -1.317 1.504 0.07 -0.57 0.39 0.24
H -0.583 1.018 -0.721 0.00 -0.17 -0.32 0.05
H -1.195 -0.677 -1.312 -0.05 0.35 0.58 0.05
H -1.718 0.123 0.429 0.99 -0.51 -1.78 0.04
H 1.730 0.428 -0.059 1.07 0.48 -1.56 0.02

---

Entry 5:
40
Properties=species:S:1:pos:R:3:forces:R:3:nbo_charge:R:1 method="wB97M-V/def2-TZVPD" de_lowest_kj_mol=167.02 smiles="COc1ccccc1C(=O)NN1C(=O)/C(=C/c2cccn2C)SC1=S" charge=0 energy_ev=-50155.011 homo_ev=-7.86
C -5.066 -1.963 2.088 -0.18 -0.14 0.12 -0.25
O -4.096 -1.278 1.332 0.15 0.22 -0.19 -0.49
C -4.489 -0.290 0.500 0.05 0.12 -0.18 0.42
C -5.811 0.086 0.274 0.06 -0.26 0.27 -0.33
C -6.108 1.089 -0.632 0.12 0.11 -0.11 -0.17
C -5.103 1.732 -1.333 -0.16 0.07 -0.07 -0.25
C -3.785 1.364 -1.121 0.01 -0.13 0.14 -0.16
C -3.470 0.367 -0.210 -0.22 -0.07 0.23 -0.23
C -2.048 0.018 0.055 0.24 -0.05 -0.10 0.68
O -1.509 -0.013 1.130 0.02 -0.01 0.16 -0.56
N -1.353 -0.219 -1.114 0.46 0.03 -0.43 -0.45
N -0.028 -0.585 -1.038 -0.73 0.17 0.11 -0.31
C 0.950 0.382 -0.806 -0.10 0.99 -0.13 0.66
O 0.736 1.570 -0.860 0.01 -0.27 0.08 -0.56
C 2.222 -0.276 -0.539 0.97 0.04 0.26 -0.33
C 3.337 0.441 -0.251 -1.13 -0.07 -0.27 -0.12
C 4.635 -0.036 0.033 0.33 -0.69 0.03 0.05
C 5.142 -1.337 0.069 -0.33 0.44 -0.05 -0.23
C 6.490 -1.253 0.401 0.26 0.15 0.07 -0.30
C 6.784 0.086 0.561 0.32 -0.35 0.05 -0.02
N 5.675 0.815 0.339 -0.12 -0.23 -0.04 -0.30
C 5.594 2.246 0.422 -0.13 0.50 0.00 -0.41
S 2.053 -2.019 -0.633 -0.17 -0.02 -0.04 0.40
C 0.339 -1.900 -0.971 -0.20 -0.43 -0.13 -0.10
S -0.678 -3.146 -1.232 0.25 -0.07 0.11 -0.05
H -4.511 -2.683 2.686 -0.08 0.04 -0.03 0.21
H -5.611 -1.285 2.752 0.02 -0.02 -0.04 0.18
H -5.774 -2.495 1.444 0.02 0.04 0.03 0.18
H -6.616 -0.399 0.804 -0.04 -0.08 0.05 0.22
H -7.139 1.369 -0.788 -0.08 0.02 -0.01 0.22
H -5.342 2.515 -2.035 -0.02 0.07 -0.05 0.22
H -2.987 1.872 -1.641 0.09 0.04 -0.04 0.23
H -1.834 -0.406 -1.984 0.16 -0.06 0.16 0.41
H 3.179 1.513 -0.242 -0.08 0.07 -0.02 0.24
H 4.586 -2.232 -0.126 -0.06 -0.18 -0.03 0.23
H 7.176 -2.068 0.513 0.16 -0.12 0.03 0.23
H 7.716 0.552 0.818 0.11 0.14 0.04 0.21
H 6.572 2.642 0.693 -0.05 -0.04 -0.02 0.22
H 4.871 2.550 1.181 0.07 0.01 -0.04 0.21
H 5.297 2.675 -0.538 0.04 0.00 0.06 0.21